Version P
{
  "formula": "C17H22N4O3S2",
  "method": "the ωB97M-V functional and the def2-TZVPD basis",
  "homo_ev": -7.897,
  "elements": ["C", "H", "O", "C", "C", "C", "C", "C", "C", "H", "H", "H", "N", "C", "N", "N", "C", "S", "C", "H", "H", "C", "O", "N", "C", "H", "H", "C", "C", "H", "H", "H", "O", "C", "C", "H", "H", "H", "C", "H", "H", "H", "H", "S", "H", "H", "H", "H"],
  "coordinates": [[-5.65, -0.20, 1.30], [-6.70, -0.03, 0.97], [-5.79, -0.43, 2.81], [-4.72, -0.76, 3.39], [-3.53, -1.12, 2.72], [-2.39, -1.29, 3.60], [-2.62, -1.28, 4.94], [-3.79, -1.33, 5.56], [-4.81, -0.93, 4.72], [-5.91, -0.65, 5.14], [-3.82, -1.28, 6.75], [-1.61, -1.85, 5.69], [-1.22, -1.74, 3.07], [-0.61, -1.60, 2.02], [-1.27, -1.31, 0.85], [-0.59, -1.18, -0.29], [0.41, -1.82, -0.20], [1.64, -2.12, -1.45], [0.71, -1.70, -2.70], [0.51, -2.37, -3.42], [-0.18, -1.25, -2.50], [1.66, -0.49, -3.67], [2.01, -0.96, -4.69], [1.82, 0.76, -3.17], [1.59, 0.83, -1.80], [0.68, 0.42, -1.29], [0.87, 2.08, -2.11], [2.84, 1.14, -0.93], [2.51, 1.90, 0.26], [1.75, 1.20, 0.88], [2.14, 2.71, 0.31], [3.45, 1.73, 0.80], [3.66, 2.05, -1.69], [3.90, 1.56, -3.15], [4.94, 2.55, -3.73], [5.36, 2.21, -4.47], [5.85, 2.44, -3.04], [4.50, 3.79, -3.67], [2.74, 1.46, -3.86], [3.08, 1.11, -4.83], [2.11, 2.58, -3.98], [4.55, 0.82, -2.96], [3.23, 0.23, -1.07], [0.89, -2.25, 1.42], [-0.30, -2.03, 3.85], [-3.35, -0.93, 1.86], [-5.02, 0.54, 0.95], [-5.50, -1.20, 0.80]]
}

=====

Version Q
{
  "formula": "C17H22N4O3S2",
  "method": "the ωB97M-V functional and the def2-TZVPD basis",
  "homo_ev": -8.399,
  "smiles": "Cc1cccc(N(C)S(=O)(=O)c2nnc(NC(=O)C3CCCCC3)s2)c1",
  "elements": ["C", "C", "C", "C", "C", "C", "N", "C", "S", "O", "O", "C", "N", "N", "C", "N", "C", "O", "C", "C", "C", "C", "C", "C", "S", "C", "H", "H", "H", "H", "H", "H", "H", "H", "H", "H", "H", "H", "H", "H", "H", "H", "H", "H", "H", "H", "H", "H"],
  "coordinates": [[-7.94, -0.41, -1.07], [-6.64, -0.54, -0.33], [-6.47, -1.48, 0.68], [-5.27, -1.57, 1.35], [-4.21, -0.74, 1.03], [-4.37, 0.22, 0.04], [-3.31, 1.08, -0.28], [-3.20, 1.67, -1.59], [-2.28, 1.63, 0.89], [-1.71, 2.87, 0.45], [-2.89, 1.57, 2.18], [-0.91, 0.48, 0.87], [-0.99, -0.81, 0.83], [0.19, -1.42, 0.84], [1.18, -0.58, 0.88], [2.48, -0.98, 0.90], [3.51, -0.06, 0.93], [3.26, 1.13, 0.96], [4.89, -0.68, 0.95], [5.15, -1.48, -0.33], [5.25, -0.56, -1.54], [6.38, 0.45, -1.34], [6.12, 1.28, -0.08], [5.98, 0.38, 1.14], [0.72, 1.10, 0.91], [-5.59, 0.31, -0.64], [-8.36, 0.58, -0.93], [-8.66, -1.14, -0.72], [-7.78, -0.56, -2.14], [-7.29, -2.14, 0.94], [-5.14, -2.31, 2.13], [-3.27, -0.82, 1.54], [-3.94, 2.46, -1.74], [-3.31, 0.90, -2.35], [-2.21, 2.13, -1.66], [2.66, -1.97, 0.90], [4.91, -1.37, 1.81], [4.37, -2.23, -0.49], [6.10, -2.02, -0.21], [4.31, -0.03, -1.67], [5.43, -1.15, -2.44], [6.45, 1.11, -2.21], [7.33, -0.08, -1.24], [5.21, 1.86, -0.21], [6.94, 1.98, 0.08], [5.73, 0.99, 2.01], [6.93, -0.12, 1.34], [-5.72, 1.05, -1.41]]
}

=====

Stability ranking, top and bottom: version Q is the most stable and version P is the least stable.

=====

Version P
{
  "formula": "C7H13N2OS",
  "method": "the ωB97M-V functional and the def2-TZVPD basis",
  "homo_ev": -13.250,
  "smiles": "CC(=O)C1=[N+](N(C)C)CSC1",
  "total_charge": 1,
  "elements": ["C", "C", "O", "C", "N", "N", "C", "C", "C", "S", "C", "H", "H", "H", "H", "H", "H", "H", "H", "H", "H", "H", "H", "H"],
  "coordinates": [[1.83, 0.12, 2.41], [1.20, 0.51, 1.12], [1.24, 1.63, 0.70], [0.51, -0.60, 0.44], [-0.31, -0.41, -0.57], [-1.07, 0.69, -0.87], [-1.39, 1.04, -2.25], [-1.39, 1.68, 0.15], [-0.35, -1.55, -1.48], [-0.12, -2.92, -0.42], [0.99, -1.94, 0.70], [2.70, -0.31, 2.01], [1.16, -0.55, 3.07], [2.00, 0.97, 3.03], [-0.77, 1.85, -2.44], [-1.24, 0.19, -2.97], [-2.40, 1.37, -2.05], [-1.72, 1.24, 1.18], [-0.51, 2.30, 0.39], [-2.22, 2.35, -0.18], [-1.38, -1.84, -1.89], [0.37, -1.49, -2.30], [2.02, -2.03, 0.34], [0.86, -2.31, 1.85]]
}

=====

Version Q
{
  "formula": "C7H13N2OS",
  "method": "the ωB97M-V functional and the def2-TZVPD basis",
  "homo_ev": -12.958,
  "smiles": "CS[C@]1(C(C)=O)CN(C)C=[NH+]1",
  "total_charge": 1,
  "elements": ["C", "S", "C", "C", "C", "O", "C", "N", "C", "C", "N", "H", "H", "H", "H", "H", "H", "H", "H", "H", "H", "H", "H", "H"],
  "coordinates": [[0.48, 1.36, -2.23], [0.74, -0.36, -2.10], [0.53, -0.49, -0.26], [1.09, -2.00, 0.07], [0.18, -3.03, -0.51], [2.17, -2.15, 0.55], [-0.87, -0.14, 0.22], [-0.63, 0.90, 1.16], [-1.64, 1.78, 1.87], [0.65, 1.10, 1.36], [1.37, 0.40, 0.48], [0.26, 1.73, -3.27], [1.24, 1.99, -1.99], [-0.48, 1.74, -1.69], [-0.88, -2.74, -0.53], [0.23, -4.00, -0.06], [0.59, -3.05, -1.50], [-1.58, 0.08, -0.68], [-1.35, -1.04, 0.58], [-2.33, 2.10, 1.18], [-2.05, 1.24, 2.79], [-1.07, 2.56, 2.14], [1.05, 1.91, 1.94], [2.28, 0.11, 0.46]]
}

=====

Stability ranking, top and bottom: version Q is the most stable and version P is the least stable.

=====

Version P
{
  "formula": "C18H21N3O3S",
  "method": "the ωB97M-V functional and the def2-TZVPD basis",
  "homo_ev": -9.521,
  "smiles": "O=C(NCc1ccccn1)C1CCN(S(=O)(=O)c2ccccc2)CC1",
  "elements": ["O", "C", "N", "C", "C", "C", "C", "C", "C", "N", "C", "C", "C", "N", "S", "O", "O", "C", "C", "C", "C", "C", "C", "C", "C", "H", "H", "H", "H", "H", "H", "H", "H", "H", "H", "H", "H", "H", "H", "H", "H", "H", "H", "H", "H", "H"],
  "coordinates": [[2.74, 2.81, -0.87], [1.99, 2.14, -0.19], [2.43, 1.33, 0.79], [3.84, 1.13, 1.06], [4.33, -0.16, 0.46], [4.39, -0.32, -0.92], [4.82, -1.53, -1.43], [5.19, -2.54, -0.54], [5.09, -2.28, 0.81], [4.67, -1.13, 1.30], [0.48, 2.15, -0.38], [-0.03, 0.80, -0.90], [-1.54, 0.87, -1.10], [-2.18, 1.22, 0.15], [-3.85, 1.01, 0.09], [-4.39, 1.51, -1.14], [-4.38, 1.52, 1.32], [-3.95, -0.78, 0.10], [-4.53, -1.44, -0.96], [-4.60, -2.83, -0.94], [-4.09, -3.52, 0.15], [-3.52, -2.84, 1.21], [-3.45, -1.46, 1.19], [-1.78, 2.53, 0.63], [-0.28, 2.52, 0.90], [1.79, 0.72, 1.28], [4.37, 1.98, 0.61], [4.01, 1.11, 2.14], [4.10, 0.49, -1.57], [4.88, -1.69, -2.50], [5.54, -3.50, -0.90], [5.36, -3.03, 1.55], [0.27, 2.92, -1.14], [0.20, 0.01, -0.18], [0.45, 0.56, -1.85], [-1.80, 1.60, -1.88], [-1.93, -0.11, -1.40], [-4.92, -0.87, -1.79], [-5.05, -3.36, -1.76], [-4.15, -4.60, 0.17], [-3.13, -3.39, 2.06], [-3.02, -0.89, 2.00], [-2.02, 3.30, -0.12], [-2.35, 2.73, 1.53], [0.03, 3.51, 1.25], [-0.07, 1.80, 1.69]]
}

=====

Version Q
{
  "formula": "C18H21N3O3S",
  "method": "the ωB97M-V functional and the def2-TZVPD basis",
  "homo_ev": -7.638,
  "smiles": "O=C(CNS(=O)(=O)c1ccccc1)N1CCN(c2ccccc2)CC1",
  "elements": ["O", "C", "C", "N", "S", "O", "O", "C", "C", "C", "C", "C", "C", "N", "C", "C", "N", "C", "C", "C", "C", "C", "C", "C", "C", "H", "H", "H", "H", "H", "H", "H", "H", "H", "H", "H", "H", "H", "H", "H", "H", "H", "H", "H", "H", "H"],
  "coordinates": [[2.70, -1.09, -0.01], [1.69, -1.26, 0.64], [0.88, -2.55, 0.46], [-0.46, -2.25, 0.01], [-0.61, -1.31, -1.38], [-2.02, -1.31, -1.66], [0.03, -0.05, -1.12], [0.26, -2.20, -2.66], [-0.45, -3.09, -3.43], [0.21, -3.81, -4.41], [1.57, -3.64, -4.59], [2.27, -2.74, -3.81], [1.62, -2.01, -2.83], [1.28, -0.40, 1.59], [0.06, -0.46, 2.37], [-0.88, 0.66, 1.93], [-0.21, 1.94, 2.08], [-0.97, 3.08, 2.31], [-1.91, 3.09, 3.34], [-2.64, 4.22, 3.64], [-2.44, 5.39, 2.92], [-1.51, 5.40, 1.90], [-0.79, 4.27, 1.59], [0.97, 2.00, 1.25], [1.93, 0.89, 1.70], [0.82, -3.09, 1.42], [1.44, -3.17, -0.25], [-1.06, -3.06, -0.08], [-1.51, -3.19, -3.26], [-0.34, -4.51, -5.03], [2.09, -4.20, -5.36], [3.33, -2.60, -3.96], [2.14, -1.30, -2.20], [-0.43, -1.42, 2.24], [0.33, -0.32, 3.42], [-1.79, 0.64, 2.54], [-1.16, 0.49, 0.88], [-2.07, 2.19, 3.93], [-3.36, 4.20, 4.45], [-3.01, 6.28, 3.16], [-1.35, 6.30, 1.33], [-0.09, 4.30, 0.77], [1.46, 2.96, 1.38], [0.73, 1.84, 0.19], [2.82, 0.88, 1.07], [2.21, 1.05, 2.75]]
}

=====

Stability ranking, top and bottom: version P is the most stable and version Q is the least stable.

=====

Version P
{
  "formula": "CH5O2",
  "method": "the ωB97M-V functional and the def2-TZVPD basis",
  "homo_ev": -3.217,
  "total_charge": -1,
  "elements": ["C", "O", "H", "H", "H", "H", "H", "O"],
  "coordinates": [[-0.02, -1.03, -0.30], [0.93, -0.18, 0.25], [0.17, -0.86, -1.32], [0.37, -1.99, 0.02], [-1.05, -0.78, 0.03], [-0.84, 1.93, 0.85], [0.54, 0.88, 0.21], [-0.09, 2.03, 0.26]]
}

=====

Version Q
{
  "formula": "CH5O2",
  "method": "the ωB97M-V functional and the def2-TZVPD basis",
  "homo_ev": -2.646,
  "total_charge": -1,
  "elements": ["C", "O", "H", "H", "H", "H", "H", "O"],
  "coordinates": [[0.79, -0.58, -0.58], [-0.55, -0.38, -0.73], [0.98, -1.54, -0.05], [1.38, -0.71, -1.55], [1.27, 0.24, -0.02], [-0.97, 1.54, 1.39], [-1.24, 0.54, 0.32], [-1.67, 0.89, 1.21]]
}

=====

Stability ranking, top and bottom: version Q is the most stable and version P is the least stable.